(1)
{
  "formula": "H26KrO13",
  "method": "wB97M-V/def2-TZVPD",
  "elements": ["Kr", "O", "H", "H", "O", "H", "H", "O", "H", "H", "O", "H", "H", "O", "H", "H", "O", "H", "H", "O", "H", "H", "O", "H", "H", "O", "H", "H", "O", "H", "H", "O", "H", "H", "O", "H", "H", "O", "H", "H"],
  "coordinates": [[-0.398, -0.089, 0.087], [-1.247, -0.029, 3.566], [-0.651, -0.326, 2.878], [-1.321, -0.778, 4.158], [2.620, -1.591, 2.444], [3.510, -1.469, 2.774], [2.517, -0.913, 1.776], [1.212, -3.785, 1.317], [1.648, -3.030, 1.713], [1.927, -4.357, 1.039], [1.514, 2.459, 0.176], [0.836, 2.750, 0.786], [1.860, 3.267, -0.202], [1.685, -1.276, -3.103], [1.361, -2.147, -2.875], [1.196, -1.038, -3.891], [-2.301, -2.781, -0.324], [-2.433, -3.046, 0.587], [-2.250, -1.826, -0.291], [2.911, 0.231, 0.563], [3.809, 0.531, 0.424], [2.378, 1.022, 0.479], [-3.694, 0.416, -1.675], [-2.788, 0.624, -1.903], [-3.999, 1.179, -1.184], [-0.808, 3.229, 1.866], [-0.467, 2.583, 2.485], [-0.838, 4.046, 2.364], [-1.183, 1.442, -2.511], [-0.237, 1.580, -2.564], [-1.543, 1.979, -3.217], [0.284, -3.542, -1.485], [0.805, -3.428, -0.690], [-0.589, -3.229, -1.247], [-3.341, 2.457, 0.460], [-2.481, 2.686, 0.813], [-3.903, 2.374, 1.230], [1.425, 1.529, -2.569], [1.492, 1.720, -1.633], [1.483, 0.575, -2.624]],
  "forces_ev_per_a": [[0.0445, -0.0349, 0.1300], [-0.0909, 0.4002, -0.0174], [0.1784, -0.1903, -0.2255], [-0.0110, -0.1662, 0.2017], [-0.3586, -0.7749, 0.7922], [0.1294, -0.0777, 0.1035], [0.2065, 0.6179, -0.6512], [-0.5127, -0.3212, -0.4124], [0.4839, 0.5150, 0.4376], [0.1653, -0.2345, 0.0125], [0.3112, 0.1671, -0.2433], [-0.7594, 0.1932, 0.2681], [0.2403, 0.2968, -0.1196], [0.3135, 0.6241, -0.1472], [-0.3982, -0.5656, 0.5443], [-0.1360, -0.0695, -0.3484], [0.0863, -0.2123, -0.2256], [0.0151, -0.1850, 0.2198], [-0.3021, 0.3658, -0.1354], [0.3517, -0.5036, -0.0862], [0.2759, -0.0866, -0.0527], [-0.3646, 0.6050, -0.0782], [-0.5399, -0.5805, -0.1333], [0.4949, 0.2061, -0.0975], [0.1296, 0.2232, 0.2899], [0.3065, -0.0653, -0.4163], [-0.1592, -0.4593, 0.4475], [-0.0738, 0.3422, 0.1054], [-1.2828, -0.0129, -0.0046], [0.9935, 0.0283, -0.0967], [-0.2324, 0.1045, -0.1646], [0.5853, 0.0313, -0.9589], [0.0395, -0.0485, 0.5923], [-0.6064, 0.0157, 0.2769], [-0.3532, 0.0594, -0.2485], [0.4290, 0.0672, 0.1137], [-0.1588, -0.0681, 0.1793], [0.1822, 0.6958, -0.3104], [0.0503, 0.0310, 0.4555], [0.3273, -0.9328, 0.0038]],
  "lumo_ev": -0.30,
  "de_lowest_kj_mol": 19.0,
  "e_tot_ha": -3747.34917,
  "homo_energy_ev": -10.12,
  "orbital_gap_ev": 9.82,
  "max_force_ev_per_a": 1.28
}

=====

(2)
{
  "formula": "C16H16Cl3F5IrO2",
  "method": "wB97M-V/def2-TZVPD",
  "elements": ["C", "C", "C", "C", "C", "C", "C", "C", "C", "C", "Ir", "Cl", "Cl", "Cl", "H", "H", "H", "H", "H", "H", "H", "H", "H", "H", "H", "H", "H", "H", "H", "O", "H", "F", "C", "C", "F", "C", "F", "C", "O", "C", "F", "C", "F"],
  "coordinates": [[-0.534, 0.500, -1.744], [-0.767, -0.904, -2.138], [0.541, -1.460, -2.520], [-2.030, -1.415, -2.725], [1.506, -0.479, -2.406], [0.894, 0.776, -1.989], [1.524, 1.992, -1.824], [-1.504, 1.609, -1.784], [0.729, -2.781, -3.158], [2.948, -0.609, -2.733], [-0.624, -0.861, -0.062], [-0.590, -2.968, 0.092], [-2.919, -0.647, 0.136], [1.572, -0.673, 0.656], [-2.861, -0.736, -2.521], [-2.278, -2.386, -2.284], [-1.892, -1.543, -3.806], [0.016, -3.537, -2.812], [1.745, -3.157, -2.990], [0.598, -2.664, -4.244], [3.391, -1.561, -2.397], [3.490, 0.215, -2.252], [3.107, -0.531, -3.822], [2.571, 2.006, -1.511], [1.251, 3.232, -0.272], [1.100, 2.912, -2.261], [-2.507, 1.239, -1.553], [-1.506, 2.100, -2.776], [-1.220, 2.365, -1.032], [1.115, 3.812, 0.503], [0.975, 3.177, 1.224], [-0.554, 0.883, 7.409], [-0.591, 0.583, 6.099], [-1.340, 1.367, 5.215], [-2.007, 2.440, 5.696], [-1.399, 1.038, 3.879], [-2.123, 1.801, 3.043], [-0.746, -0.127, 3.326], [-0.959, -0.553, 2.154], [0.083, -0.831, 4.275], [0.802, -1.869, 3.826], [0.131, -0.509, 5.613], [0.864, -1.246, 6.473]],
  "forces_ev_per_a": [[1.5397, -0.9960, -1.8115], [1.3129, 1.2389, -2.1547], [-2.1770, -0.0403, 0.3871], [-0.3325, -0.4289, -0.0988], [0.0178, 2.7251, 0.6412], [-0.5791, -2.9502, -0.6458], [1.0207, 1.4651, -0.1772], [-0.6089, 0.6077, 0.1370], [0.1714, -0.2889, 0.0242], [0.3035, 0.0077, -0.0247], [0.5264, 3.0186, 1.8643], [0.0002, -5.4742, 0.1798], [-2.5982, 0.5231, 0.1903], [2.1002, 0.6689, 0.7965], [0.0890, -0.1752, -0.1329], [-0.1451, 0.0415, -0.1528], [-0.1577, 0.0206, -0.0266], [0.0778, 0.1535, 0.0414], [-0.1477, -0.0490, -0.0309], [-0.0054, -0.1910, -0.0850], [-0.2354, 0.2568, -0.0349], [0.0469, -0.2247, -0.1544], [0.0883, -0.0282, 0.1898], [-0.1625, 0.1923, -0.3505], [-0.0978, -0.0694, 0.1442], [0.1385, -0.3081, 0.4697], [0.1028, 0.2997, -0.0337], [-0.0139, -0.1286, 0.2552], [-0.2444, -0.1203, -0.2392], [0.0062, -0.1024, 0.3695], [0.0138, 0.1936, -0.3012], [0.0260, 0.1957, 0.6557], [-0.0369, -0.0947, -0.7476], [0.4715, -0.5316, 0.2016], [0.0054, -0.0279, -0.0115], [0.4759, -0.6762, -0.3773], [-0.1363, 0.0926, 0.0682], [-0.1154, -0.0891, 0.5898], [0.0643, 0.4778, 0.9298], [-0.3858, 0.4501, -0.6168], [-0.0436, -0.1915, 0.1521], [-0.4216, 0.5543, -0.1277], [0.0463, 0.0028, 0.0484]],
  "lumo_ev": [4.88, 4.17],
  "de_lowest_kj_mol": 0.0,
  "e_tot_ha": -2753.88977,
  "homo_energy_ev": [0.33, -1.61],
  "spin_multiplicity": 6,
  "total_charge": -2,
  "orbital_gap_ev": [4.55, 5.78],
  "max_force_ev_per_a": 5.48
}

=====

(3)
{
  "formula": "C5H6O2",
  "method": "wB97M-V/def2-TZVPD",
  "elements": ["C", "C", "O", "C", "O", "C", "C", "H", "H", "H", "H", "H", "H"],
  "coordinates": [[1.319, 0.048, 1.284], [0.086, 0.413, 0.515], [0.381, 1.283, -1.104], [-0.661, 0.912, -1.714], [-1.459, 0.052, -1.228], [-0.704, -0.655, -0.017], [-0.775, -1.930, 0.272], [1.661, -0.958, 1.030], [1.145, 0.090, 2.371], [2.067, 0.802, 1.048], [-0.411, 1.316, 0.864], [-0.952, 1.305, -2.695], [-1.533, -2.468, -0.310]],
  "forces_ev_per_a": [[0.1128, 0.1383, -0.3029], [-0.0057, 0.0006, 0.1450], [-0.4397, -0.5467, 0.1721], [0.1339, -0.0326, 0.3059], [-0.1399, 0.1642, -0.1307], [0.0841, -0.4058, 0.2462], [-0.1859, 0.3945, -0.3211], [-0.0850, 0.2591, -0.0515], [-0.2189, 0.1043, -0.4310], [0.2743, -0.0206, 0.0942], [-0.0694, -0.1116, -0.0318], [0.4099, 0.1052, 0.1564], [0.1294, -0.0489, 0.1493]],
  "lumo_ev": 0.37,
  "de_lowest_kj_mol": 437.8,
  "e_tot_ha": -344.43516,
  "homo_energy_ev": -7.97,
  "orbital_gap_ev": 8.34,
  "max_force_ev_per_a": 0.72
}

=====

(4)
{
  "formula": "C14H14N4O2",
  "method": "wB97M-V/def2-TZVPD",
  "elements": ["C", "C", "N", "N", "C", "C", "N", "C", "C", "C", "C", "C", "C", "C", "O", "C", "C", "O", "N", "C", "H", "H", "H", "H", "H", "H", "H", "H", "H", "H", "H", "H", "H", "H"],
  "coordinates": [[-2.786, 0.242, 1.371], [-1.547, 1.108, 1.188], [-1.309, 2.232, 1.815], [-0.156, 2.706, 1.276], [0.377, 1.846, 0.311], [-0.474, 0.801, 0.219], [-0.392, -0.296, -0.673], [-0.280, -1.575, -0.054], [0.452, -1.756, 1.133], [0.608, -3.036, 1.703], [0.101, -4.198, 1.063], [-0.646, -4.004, -0.114], [-0.841, -2.742, -0.659], [-0.112, -0.020, -2.037], [0.097, -0.934, -2.833], [0.060, 1.372, -2.519], [1.344, 1.907, -1.906], [2.277, 2.181, -2.661], [1.497, 2.106, -0.512], [2.686, 2.813, 0.009], [-2.792, -0.606, 0.693], [-2.879, -0.128, 2.390], [-3.677, 0.847, 1.189], [0.289, 3.605, 1.490], [0.940, -0.914, 1.631], [1.185, -3.131, 2.621], [0.183, -5.194, 1.457], [-1.086, -4.853, -0.621], [-1.454, -2.640, -1.561], [-0.833, 1.920, -2.209], [0.119, 1.373, -3.630], [3.104, 3.482, -0.730], [2.429, 3.390, 0.873], [3.516, 2.097, 0.286]],
  "forces_ev_per_a": [[0.2838, 0.8747, 0.3288], [0.4243, -1.3258, -1.2909], [0.3660, 0.1484, -0.2531], [1.6373, -0.1397, -1.2662], [0.1721, 1.1052, 0.5162], [-1.6379, 0.1261, 0.8798], [0.0508, 1.3864, -0.2005], [0.1855, -2.0527, -0.4828], [-0.0451, -0.3495, 0.0085], [-0.2368, -0.6114, -0.8389], [-0.4734, 1.9110, -0.3251], [0.3761, 0.1955, 0.4736], [0.0491, 1.0528, 0.1176], [0.5055, -3.5935, -0.5803], [-0.4935, 0.7986, 1.0961], [-0.6601, 0.5842, 0.7111], [2.0816, 1.3810, -0.7674], [-0.9871, -0.3485, 1.1312], [-1.0541, 0.1284, -0.4713], [0.7851, -1.4331, -0.3362], [0.1434, 0.0145, -0.0854], [0.1672, -0.0643, 0.0656], [0.0507, -0.0468, -0.0903], [-0.9444, -0.7629, 0.2763], [-0.3005, -0.1744, -0.2352], [-0.1416, 0.0337, -0.1605], [0.2778, -0.0767, 0.2719], [0.0119, -0.0216, 0.0294], [0.4087, 0.0422, 0.3410], [0.1788, 0.4296, 0.1177], [0.2729, -0.0703, 1.0712], [-0.1785, 0.0466, -0.3554], [-0.2551, 0.2017, 0.5486], [-1.0210, 0.6106, -0.2448]],
  "lumo_ev": 0.54,
  "smiles": "Cc1n[nH]c2c1N(c1ccccc1)C(=O)CC(=O)N2C",
  "de_lowest_kj_mol": 183.4,
  "e_tot_ha": -911.39814,
  "homo_energy_ev": -8.47,
  "orbital_gap_ev": 9.02,
  "max_force_ev_per_a": 3.67
}

=====

(5)
{
  "formula": "C40H33BrIrN3O5PS2",
  "method": "wB97M-V/def2-TZVPD",
  "elements": ["Ir", "Br", "C", "C", "C", "C", "C", "C", "C", "C", "C", "C", "H", "H", "H", "H", "H", "H", "O", "C", "C", "C", "C", "C", "C", "C", "P", "C", "C", "C", "C", "C", "C", "C", "C", "C", "C", "C", "C", "H", "H", "H", "H", "H", "H", "H", "H", "H", "H", "H", "H", "H", "H", "O", "S", "N", "S", "C", "N", "C", "C", "C", "N", "H", "H", "H", "H", "H", "H", "H", "H", "O", "C", "C", "C", "C", "C", "C", "C", "O", "O", "H", "H", "H", "H", "H"],
  "coordinates": [[0.042, 0.129, 0.283], [0.005, 2.227, 1.663], [-1.904, 2.274, 1.826], [-2.484, 3.398, 2.322], [-3.884, 3.402, 2.501], [-4.611, 2.284, 2.213], [-3.993, 1.111, 1.712], [-4.740, -0.061, 1.449], [-4.108, -1.177, 0.986], [-2.720, -1.167, 0.725], [-1.937, -0.051, 0.913], [-2.593, 1.096, 1.468], [-1.891, 4.265, 2.579], [-4.368, 4.292, 2.883], [-5.683, 2.275, 2.369], [-5.809, -0.054, 1.625], [-4.674, -2.082, 0.797], [-2.274, -2.088, 0.366], [1.321, -0.949, 3.279], [2.193, -0.449, 2.698], [3.364, -0.006, 2.179], [4.418, 0.227, 3.136], [5.616, 0.732, 2.722], [5.847, 1.033, 1.369], [4.838, 0.809, 0.437], [3.601, 0.301, 0.788], [2.287, 0.012, -0.409], [2.850, 0.880, -1.897], [3.191, 0.212, -3.065], [3.506, 0.934, -4.208], [3.469, 2.320, -4.192], [3.121, 2.991, -3.027], [2.813, 2.273, -1.884], [2.325, -1.756, -0.792], [1.048, -2.301, -0.996], [0.920, -3.616, -1.457], [2.053, -4.389, -1.614], [3.320, -3.868, -1.349], [3.454, -2.545, -0.954], [4.241, -0.005, 4.177], [6.396, 0.898, 3.455], [6.798, 1.433, 1.049], [5.028, 1.042, -0.604], [3.191, -0.869, -3.095], [3.765, 0.408, -5.118], [3.703, 2.879, -5.089], [3.078, 4.072, -3.013], [2.518, 2.799, -0.982], [-0.928, -1.878, -1.052], [-0.067, -4.019, -1.642], [1.954, -5.417, -1.938], [4.196, -4.493, -1.459], [4.436, -2.121, -0.773], [-2.217, -2.452, -2.691], [-1.582, -2.003, -3.955], [-0.049, -1.529, -0.684], [0.127, -4.108, 1.832], [-1.044, -3.677, 2.960], [-1.269, -2.391, 3.267], [-2.311, -1.905, 4.154], [-2.639, -2.976, 5.179], [-2.920, -4.283, 4.456], [-1.794, -4.602, 3.595], [-0.746, -1.728, 2.718], [-3.204, -1.635, 3.579], [-1.949, -0.999, 4.641], [-3.503, -2.678, 5.771], [-1.790, -3.112, 5.853], [-3.842, -4.192, 3.870], [-3.057, -5.100, 5.164], [-1.618, -5.551, 3.314], [-2.114, 3.738, -1.609], [-1.777, 3.576, -2.917], [-2.132, 4.555, -3.845], [-1.806, 4.423, -5.182], [-1.113, 3.303, -5.618], [-0.765, 2.331, -4.697], [-1.083, 2.437, -3.345], [-0.632, 1.305, -2.447], [-0.092, 0.321, -2.956], [-0.869, 1.461, -1.199], [-2.609, 4.559, -1.526], [-2.675, 5.431, -3.502], [-2.094, 5.199, -5.881], [-0.851, 3.189, -6.662], [-0.220, 1.446, -4.997]],
  "forces_ev_per_a": [[0.0564, 0.0105, 0.0840], [-0.0418, -0.0563, -0.0518], [-0.0064, 0.0214, 0.0262], [0.0135, 0.0004, 0.0045], [-0.0160, -0.0012, 0.0025], [0.0064, 0.0067, 0.0133], [0.0105, 0.0043, -0.0033], [-0.0094, 0.0094, -0.0016], [0.0075, -0.0216, -0.0055], [0.0045, 0.0390, -0.0220], [-0.0675, -0.0161, 0.0085], [0.0018, -0.0311, -0.0002], [-0.0009, 0.0008, 0.0037], [0.0000, -0.0007, -0.0002], [-0.0007, -0.0008, -0.0028], [-0.0004, 0.0004, 0.0010], [0.0019, 0.0016, -0.0060], [-0.0341, -0.0061, 0.0078], [0.2042, 0.2134, -0.0407], [-0.2064, -0.2345, -0.0157], [0.1553, 0.1310, -0.0042], [-0.0735, -0.0366, 0.0057], [0.0248, 0.0191, -0.0758], [-0.0311, -0.0214, 0.0389], [0.0953, -0.0078, -0.0430], [-0.0506, -0.0071, 0.1475], [-0.1790, -0.1303, 0.0307], [-0.1339, -0.0054, -0.0096], [0.0197, -0.0025, -0.0055], [0.0089, 0.0147, -0.0369], [0.0095, -0.0098, 0.0053], [0.0197, 0.0051, 0.0043], [-0.0833, 0.0384, 0.0080], [-0.0124, 0.0869, -0.1005], [-0.0245, 0.0514, 0.0105], [0.0223, 0.0258, -0.0195], [0.0133, 0.0351, -0.0609], [-0.0057, 0.0011, 0.0110], [-0.0137, -0.0292, -0.0063], [0.0078, -0.0016, 0.0023], [0.0054, 0.0051, 0.0003], [0.0099, 0.0005, 0.0132], [-0.0369, 0.0000, 0.0231], [-0.0053, 0.0015, 0.0023], [0.0012, 0.0036, 0.0018], [-0.0087, -0.0018, -0.0003], [-0.0023, -0.0017, -0.0006], [-0.0075, -0.0085, -0.0055], [-0.0342, -0.0439, 0.0936], [-0.0063, -0.0419, 0.0568], [-0.0010, -0.0036, 0.0090], [0.0003, 0.0024, -0.0060], [0.0016, -0.0028, -0.0045], [0.0340, -0.0249, 0.0278], [-0.0252, 0.0165, -0.0350], [0.1522, 0.0153, 0.0211], [-0.0020, -0.1059, -0.0111], [-0.0362, 0.1724, -0.0172], [-0.0192, -0.0968, 0.0262], [-0.0051, 0.0065, -0.0147], [0.0127, -0.0031, -0.0030], [-0.0081, 0.0053, -0.0124], [0.0090, -0.0110, 0.0255], [-0.0408, -0.0072, -0.0003], [0.0043, -0.0007, 0.0054], [0.0121, 0.0040, 0.0009], [-0.0056, 0.0008, -0.0058], [-0.0057, 0.0001, 0.0082], [-0.0020, -0.0026, 0.0033], [0.0095, -0.0015, 0.0034], [-0.0071, 0.0014, -0.0114], [0.0092, -0.0054, 0.0256], [-0.0101, -0.0153, -0.0432], [0.0080, 0.0001, 0.0055], [-0.0046, 0.0064, 0.0021], [0.0112, -0.0078, -0.0082], [0.0140, 0.0244, 0.0055], [0.0037, 0.0291, 0.0321], [-0.1378, -0.1016, -0.0067], [0.1429, 0.0140, -0.0509], [0.2933, 0.0830, -0.0510], [-0.0087, -0.0003, -0.0109], [-0.0007, 0.0006, 0.0001], [-0.0011, 0.0001, -0.0005], [0.0022, 0.0001, 0.0022], [-0.0070, -0.0011, 0.0004]],
  "lumo_ev": [0.45, -1.22],
  "de_lowest_kj_mol": 0.0,
  "e_tot_ha": -5900.56157,
  "homo_energy_ev": [-6.42, -7.64],
  "spin_multiplicity": 6,
  "orbital_gap_ev": [6.86, 6.42],
  "max_force_ev_per_a": 0.31
}